Density functional theory data (wB97M-V/def2-TZVPD) for 3 unconnected molecules or ions with the total composition CH10N3O2.

The geometry in XYZ format:
```
16
Properties=species:S:1:pos:R:3:forces:R:3:nbo_charge:R:1
N -0.02857 -1.37710 -1.06546 -0.02 0.41 3.44 -0.73
C -0.13653 -0.22358 -1.62460 1.73 1.34 0.20 0.67
N 0.08330 0.88646 -0.88962 -0.35 0.73 -0.40 -0.81
N -0.20944 -0.12492 -2.93514 0.23 0.47 -1.38 -0.74
H 0.18787 -1.37241 -0.01478 -0.20 -0.25 -1.52 0.48
H -0.24812 -2.15970 -1.59033 -0.52 -1.98 -0.68 0.41
H 0.67487 1.61052 -1.30116 -0.87 -0.17 0.32 0.42
H -0.52695 1.08570 -0.11256 0.52 0.02 0.25 0.43
H -0.10377 0.77570 -3.36102 -0.39 0.47 0.11 0.42
H 0.24082 -0.81336 -3.49574 -0.02 -0.86 -0.30 0.41
H 0.20851 -0.27839 2.27920 -0.74 0.59 0.56 0.51
H 1.69434 -0.50190 1.91908 -1.91 -0.41 -0.83 0.50
O 0.75111 -0.63886 1.58392 2.62 -0.31 0.02 -0.99
H -0.80992 0.43639 4.06998 -0.04 0.03 1.50 0.49
H -0.87873 1.83322 3.29920 0.05 -0.76 0.53 0.50
O -0.89879 0.86223 3.23904 -0.09 0.67 -1.82 -0.98
```
Positions in Å, forces in eV/Å.

Values from the calculation:
HOMO level in hartree: -0.545
Orbital gap in eV: 11.8
Charge: +1
Energy above the lowest of the compared OMol25 structures with the same formula, charge and spin in kcal/mol: 23.4
Energy in hartree: -358.6441

Density functional theory data (wB97M-V/def2-TZVPD) for 7 unconnected molecules or ions with the total composition C17H47O8S.

The geometry in XYZ format:
```
73
Properties=species:S:1:pos:R:3:forces:R:3:mulliken_charge:R:1
O -5.36608 -0.30446 -1.63820 5.54 -6.05 -4.12 -0.43
C -4.57156 -1.21991 -2.22945 -3.08 5.27 2.58 0.20
O -3.45969 -0.83052 -3.14239 -1.30 -0.91 3.44 -0.35
C -2.29738 -0.35525 -2.32203 1.24 1.15 0.10 0.56
C -0.86710 -1.06542 -2.81867 -0.63 0.02 0.26 -0.56
C -0.02742 -1.74070 -1.56371 -0.56 -0.57 -0.93 -0.65
C 1.05237 -0.73292 -0.85261 0.85 -1.56 -2.26 -0.15
S 0.39805 0.23379 0.61152 0.72 -0.30 0.63 -0.02
H -4.73414 -2.35132 -1.96890 0.54 2.05 -0.96 0.32
H -2.51096 -0.56238 -1.17486 0.48 0.34 -2.33 -0.08
H -2.14402 0.81376 -2.50563 -0.76 -2.55 0.49 -0.14
H -0.16134 -0.24768 -3.31876 -1.68 -1.80 0.89 0.21
H -1.18047 -1.89226 -3.61939 0.93 1.79 1.82 0.34
H 0.61032 -2.62325 -2.05084 -1.21 1.95 1.37 0.30
H -0.80976 -2.22522 -0.81207 1.87 1.00 -1.39 0.34
H 1.46650 -0.02323 -1.69685 -0.96 -1.07 1.99 0.42
H 1.95714 -1.40353 -0.46424 -1.95 1.72 -0.20 0.09
H 0.68352 1.61171 0.50120 -1.00 -1.39 -0.41 0.31
H -0.97148 0.01807 0.84380 0.86 0.89 -0.68 0.25
C 3.56702 -5.16189 1.30418 -0.15 -0.16 0.05 -1.24
C 3.50621 -4.08076 0.24510 0.45 -0.42 0.04 0.07
O 3.36896 -2.80766 0.85892 -0.05 0.76 0.22 -0.56
H 2.66203 -5.14825 1.92038 0.07 -0.04 -0.14 0.36
H 3.66830 -6.15028 0.84710 0.03 0.08 0.10 0.29
H 4.41377 -4.99665 1.97835 0.02 -0.07 -0.14 0.35
H 2.64626 -4.23719 -0.41277 0.00 0.18 0.10 0.23
H 4.41338 -4.07943 -0.36695 -0.11 -0.18 -0.06 0.19
H 4.14161 -2.67485 1.43457 -0.43 -0.04 -0.31 0.30
C -3.04502 4.01983 -4.78799 -0.23 0.01 -0.04 -1.25
C -2.16115 3.93503 -3.56090 -0.11 0.38 -0.47 0.06
O -1.54872 2.65576 -3.49174 0.61 -0.61 0.02 -0.47
H -3.81809 3.24494 -4.75966 0.07 0.14 0.07 0.29
H -3.52829 4.99873 -4.85358 0.07 -0.11 -0.05 0.37
H -2.46055 3.85333 -5.69874 0.00 0.14 0.06 0.35
H -2.75273 4.08001 -2.65217 0.17 -0.19 -0.09 0.12
H -1.37750 4.69839 -3.58814 -0.19 0.12 0.09 0.26
H -1.01912 2.54015 -4.29931 -0.34 0.07 0.38 0.25
C 6.79318 -6.95820 -0.90701 -0.07 -0.22 0.04 -0.83
C 6.73237 -5.87707 -1.96609 0.25 -0.20 0.22 -0.25
O 6.59512 -4.60397 -1.35227 0.11 0.47 0.26 -0.50
H 5.88819 -6.94456 -0.29081 0.06 -0.02 -0.15 0.09
H 6.89447 -7.94659 -1.36409 0.02 0.06 0.11 0.33
H 7.63993 -6.79296 -0.23283 0.01 -0.08 -0.13 0.33
H 5.87242 -6.03350 -2.62396 0.09 0.21 0.10 0.27
H 7.63954 -5.87574 -2.57814 -0.08 -0.16 -0.10 0.29
H 7.36777 -4.47115 -0.77661 -0.40 -0.06 -0.34 0.29
C -4.47265 0.70709 1.43083 -0.05 -0.07 0.00 -0.67
C -3.69086 0.53237 2.71632 -0.70 0.02 -0.13 -0.35
O -2.38376 1.06633 2.56546 1.01 0.35 -0.30 -0.39
H -3.96549 0.20454 0.60070 -0.15 -0.02 0.10 -0.08
H -5.48149 0.29638 1.52908 0.12 0.08 -0.12 0.39
H -4.54753 1.76629 1.16382 -0.11 -0.07 0.06 0.30
H -3.59951 -0.52840 2.96771 0.19 0.21 0.05 0.32
H -4.18482 1.04312 3.54861 -0.03 -0.16 0.00 0.29
H -2.47568 2.01046 2.35057 -0.02 -0.44 0.17 0.25
C -0.55592 6.17007 0.50531 -0.05 0.04 0.20 -1.16
C -0.95207 5.61784 -0.84830 0.25 0.39 0.10 -0.02
O -0.94703 6.65672 -1.81634 0.19 0.03 -0.19 -0.52
H -1.24582 6.96204 0.81469 0.04 -0.19 -0.05 0.31
H -0.55929 5.38236 1.26400 0.05 0.08 0.04 0.28
H 0.44316 6.61613 0.46449 -0.03 -0.14 0.04 0.36
H -1.95939 5.19295 -0.80858 0.11 0.17 -0.15 0.20
H -0.25937 4.83434 -1.17057 -0.03 -0.24 0.09 0.26
H -0.04617 7.02186 -1.84992 -0.50 -0.12 -0.01 0.30
C -1.52555 2.24053 6.38691 -0.16 0.17 0.16 -0.84
C -0.36973 1.28931 6.61805 -0.16 0.15 -0.25 -0.22
O -0.56827 0.09532 5.87550 0.07 -0.28 -0.41 -0.50
H -2.47131 1.77666 6.68565 0.17 0.05 0.05 0.25
H -1.38997 3.16451 6.95611 -0.07 -0.04 -0.09 0.34
H -1.61510 2.49057 5.32472 0.09 0.06 0.04 0.18
H -0.29747 1.02480 7.67710 0.01 -0.13 -0.23 0.29
H 0.57807 1.74105 6.30958 0.03 0.14 0.18 0.23
H -0.62280 0.34008 4.93575 -0.06 -0.12 0.52 0.26
```
Positions in Å, forces in eV/Å.

Values from the calculation:
HOMO level in hartree: -0.447
Orbital gap in eV: 8.5
Charge: +1
Energy above the lowest of the compared OMol25 structures with the same formula, charge and spin in kcal/mol: 88.7
Energy in hartree: -1675.5160

Density functional theory data (wB97M-V/def2-TZVPD) for a single C2H2N4O2 molecule.

The geometry in XYZ format:
```
10
Properties=species:S:1:pos:R:3:forces:R:3:nbo_charge:R:1
H -1.06878 -1.89256 -1.47432 2.13 1.75 -0.83 0.37
N -0.13132 -1.30064 -1.43499 -1.94 -1.47 2.05 -0.61
C -0.31698 -0.71526 -0.31475 -2.59 0.03 -1.74 0.44
N -1.75729 -0.54251 0.23124 2.50 -0.85 1.24 -0.17
N -1.68596 -0.01502 1.32119 -0.55 1.53 0.19 0.18
O -0.40357 0.54933 1.65520 0.03 -2.71 -2.70 -0.22
N 0.46789 -0.04545 0.55856 1.70 3.95 2.10 -0.24
C 1.42528 1.04194 0.03905 -1.47 0.06 -0.73 0.52
O 1.96088 0.78533 -0.97576 0.90 -0.39 -0.51 -0.46
H 1.50985 2.13484 0.39457 -0.70 -1.91 0.92 0.19
```
Positions in Å, forces in eV/Å.

Values from the calculation:
HOMO level in hartree: -0.376
SMILES: [H]/N=c1\nnon1C=O
Orbital gap in eV: 9.9
Charge: 0
Energy above the lowest of the compared OMol25 structures with the same formula, charge and spin in kcal/mol: 147.0
Energy in hartree: -446.7385

Density functional theory data (wB97M-V/def2-TZVPD) for 2 unconnected molecules or ions with the total composition C4H9O2.

The geometry in XYZ format:
```
15
Properties=species:S:1:pos:R:3:forces:R:3:nbo_charge:R:1
C -1.36008 -1.05734 1.09256 -0.04 -1.43 0.14 -0.76
C -0.10448 -2.07558 1.05831 -2.54 -0.38 1.68 0.79
O 0.03168 -2.90528 1.98881 -0.06 0.58 0.05 -0.79
O 0.51351 -1.96350 0.02121 1.82 -0.39 -1.93 -0.78
H -1.03761 -0.09507 1.41701 0.05 0.54 0.70 0.19
H -2.24160 -1.39746 1.66063 0.50 0.02 0.10 0.18
H -1.65924 -0.92857 0.06088 -0.14 0.02 -0.32 0.19
C 0.73954 0.83093 -0.32122 -1.61 -1.04 -2.60 -0.62
C 0.76142 1.86060 -1.46828 -0.17 -3.07 0.02 -0.61
H -0.11639 0.93339 0.34560 -0.03 0.09 -0.58 0.19
H 0.70805 -0.20029 -0.83341 0.02 1.55 1.47 0.28
H 1.55936 0.88059 0.31178 1.93 0.10 0.96 0.19
H 0.00277 1.58670 -2.19304 -0.32 -0.13 -0.19 0.19
H 1.69151 1.73436 -1.99023 0.63 0.62 -0.23 0.19
H 0.51155 2.79652 -1.15062 -0.04 2.93 0.71 0.18
```
Positions in Å, forces in eV/Å.

Values from the calculation:
HOMO level in hartree: -0.142
Orbital gap in eV: 7.8
Charge: -1
Energy above the lowest of the compared OMol25 structures with the same formula, charge and spin in kcal/mol: 21.0
Energy in hartree: -308.3115

Density functional theory data (wB97M-V/def2-TZVPD) for a single H3N3O2 molecule.

The geometry in XYZ format:
```
8
Properties=species:S:1:pos:R:3:forces:R:3:nbo_charge:R:1
N 1.16479 -0.23571 0.13869 1.73 -1.69 -2.58 -0.68
N 0.09667 0.61402 0.17813 2.85 0.92 1.40 -0.26
N -1.09286 0.12590 -0.05391 -2.62 -6.75 -1.77 0.59
O -1.12216 -1.16747 -0.37341 0.43 3.93 1.10 -0.49
O -2.11204 0.74120 0.02457 0.23 1.67 0.10 -0.34
H 1.61535 -0.73752 0.92234 -1.62 1.02 0.04 0.39
H 1.10967 -0.89239 -0.69111 -0.05 1.18 1.48 0.38
H 0.34058 1.55196 -0.14532 -0.96 -0.28 0.23 0.41
```
Positions in Å, forces in eV/Å.

Values from the calculation:
HOMO level in hartree: -0.372
SMILES: NN[N+](=O)[O-]
Orbital gap in eV: 10.5
Charge: 0
Energy above the lowest of the compared OMol25 structures with the same formula, charge and spin in kcal/mol: 21.9
Energy in hartree: -316.3719

Density functional theory data (wB97M-V/def2-TZVPD) for a gas-phase ion, C4H8IN2 (charge +1).

The geometry in XYZ format:
```
15
Properties=species:S:1:pos:R:3:forces:R:3:nbo_charge:R:1
I -2.91978 -0.04174 0.05732 0.71 0.14 -0.09 0.13
C -0.96223 -0.25573 -0.94183 1.40 -0.18 2.35 -0.33
C -0.11571 -1.37852 -0.19284 -4.19 2.33 2.76 -0.23
N 0.21757 -0.81324 1.21506 1.13 -1.31 0.92 -0.56
C 0.30990 0.49274 1.47392 0.08 -0.74 1.49 0.38
N 0.19086 1.38943 0.53985 0.20 1.12 0.44 -0.52
C -0.10516 1.07681 -0.83992 -4.58 -0.26 0.49 -0.25
H -1.37388 -0.69159 -1.83458 0.79 0.61 -0.93 0.27
H -0.83308 -2.19870 -0.04193 0.67 0.01 0.13 0.25
H 0.74152 -1.67724 -0.64515 2.54 -0.70 -1.57 0.22
H 0.62808 -1.49363 1.97006 -1.50 1.81 -1.95 0.46
H 0.41982 0.88342 2.55556 0.19 -0.99 -1.90 0.26
H 0.48243 2.36150 0.73420 -0.67 -0.91 0.10 0.45
H 0.76260 1.09127 -1.33168 3.48 -0.75 -2.31 0.22
H -0.65277 1.93252 -1.23975 -0.26 -0.17 0.07 0.25
```
Positions in Å, forces in eV/Å.

Values from the calculation:
HOMO level in hartree: -0.488
SMILES: I[C@@H]1CNC=[NH+]C1
Orbital gap in eV: 9.8
Charge: +1
Energy above the lowest of the compared OMol25 structures with the same formula, charge and spin in kcal/mol: 16.8
Energy in hartree: -564.1527